Record 1
The following is a quantum chemistry calculation of a 2-piece molecular cluster, C5H12N3 overall, from the OMol25 dataset.

gap between HOMO and LUMO = 9.90 eV
largest force on an atom = 4.1 eV/Å
molecular weight = 114.17 g/mol
E_LUMO = -4.1027 eV
total charge = +1

Structure (XYZ):
```
20
Properties=species:S:1:pos:R:3:lowdin_charge:R:1
C 1.46 -2.07 -0.78 -0.1071
C 2.42 -2.93 -0.01 -0.0395
C -0.78 3.15 0.37 -0.0863
C -1.62 -0.47 0.86 -0.0323
C -1.26 2.86 -0.82 -0.0334
N 1.03 -0.96 -0.35 0.0823
N -0.63 0.38 0.34 -0.0970
N 0.45 0.18 -0.26 0.1033
H 1.19 -2.23 -1.89 0.1660
H 2.22 -2.95 1.10 0.1153
H 2.47 -3.93 -0.39 0.0602
H 3.43 -2.51 -0.41 0.1362
H 0.26 3.10 0.69 0.0866
H -0.90 1.40 0.38 0.0551
H -1.35 3.55 1.14 0.0555
H -2.64 -0.26 0.30 0.1440
H -1.67 -0.26 1.96 0.1201
H -1.39 -1.51 0.47 0.1043
H -2.15 3.24 -1.23 0.0588
H -0.53 2.20 -1.47 0.1078
```


Record 2
The following is a quantum chemistry calculation of a 10-piece molecular cluster, C5H32N2O10 overall, from the OMol25 dataset.

gap between HOMO and LUMO = 9.36 eV
largest force on an atom = 3.6 eV/Å
molecular weight = 280.31 g/mol
E_LUMO = 0.1001 eV
SMILES = C[C@@H](N)CNCCO.O.O.O.O.O.O.O.O.O
total charge = 0

Structure (XYZ):
```
49
Properties=species:S:1:pos:R:3:lowdin_charge:R:1
C 2.82 0.96 2.91 -0.0584
C 2.11 0.50 1.66 -0.4599
N 3.13 0.31 0.60 0.0384
C 1.18 -0.71 1.82 -0.1756
N -0.11 -0.27 2.39 -0.0398
C -1.24 -1.20 2.23 -0.2014
C -1.79 -1.06 0.79 -0.1541
O -0.87 -1.87 -0.04 -0.1435
H 3.51 1.77 2.68 0.0815
H 3.19 0.14 3.54 0.0796
H 2.05 1.31 3.62 0.0764
H 1.48 1.30 1.26 0.0976
H 3.74 -0.44 0.94 0.0773
H 2.77 -0.12 -0.25 0.0630
H 1.20 -1.37 0.96 0.0943
H 1.66 -1.34 2.59 0.1190
H -0.03 -0.15 3.40 0.1044
H -2.11 -0.82 2.78 0.1173
H -1.11 -2.25 2.48 0.1175
H -2.75 -1.56 0.73 0.1265
H -1.66 -0.07 0.40 0.0806
H -1.38 -2.59 -0.41 0.0729
O -2.44 2.71 0.31 -0.0575
H -2.46 3.60 0.65 0.0416
H -2.03 2.05 0.86 0.0211
O 0.45 -1.27 -4.08 -0.0627
H 0.44 -1.63 -3.18 0.0044
H 1.04 -1.92 -4.48 0.0356
O -2.79 -1.18 -2.85 -0.0517
H -2.79 -0.22 -2.85 0.0013
H -2.59 -1.56 -3.70 0.0344
O 0.61 -4.13 -0.23 -0.0611
H -0.23 -4.52 -0.51 0.0555
H 0.28 -3.34 0.26 0.0175
O 2.00 3.32 0.29 -0.0556
H 1.50 3.22 -0.53 0.0578
H 2.44 2.52 0.61 0.0041
O -0.39 3.78 1.48 -0.0660
H -0.22 3.41 2.34 0.0357
H 0.47 4.11 1.16 0.0206
O -0.56 0.96 -1.76 -0.0509
H 0.12 0.51 -2.30 0.0342
H -1.23 0.27 -1.92 -0.0072
O 2.23 -2.43 -1.82 -0.0588
H 1.70 -2.95 -1.19 -0.0113
H 2.72 -3.09 -2.32 0.0450
O -3.66 1.42 -1.61 -0.0662
H -3.77 1.46 -0.65 0.0178
H -2.80 1.84 -1.73 0.0087
```